1.
DFT (wB97M-V/def2-TZVPD) results for a cluster of 3 separate species, C4H16NO2 in total in a non-equilibrium geometry.

XYZ file:
```
23
Properties=species:S:1:pos:R:3:forces:R:3:mulliken_charge:R:1
C 0.948028 -1.569068 0.452139 0.806 -0.503 -0.807 -1.40
C -0.245838 -1.129036 -0.376159 1.367 1.176 0.392 0.12
C -1.544874 -1.764185 -0.015423 -0.788 -1.006 -1.336 -0.43
C -2.623852 -1.489759 -1.073347 0.164 -0.105 -1.363 -1.22
N -0.393189 0.371127 -0.240864 0.422 1.830 1.645 -0.16
H 1.403204 -2.430707 -0.041431 -0.642 -0.622 0.313 0.40
H 0.701187 -1.798719 1.487079 0.171 0.130 -0.034 0.33
H 1.835394 -0.937013 0.337163 -0.490 0.691 0.511 0.39
H 0.014285 -1.143573 -1.431924 -0.188 -0.864 -0.147 0.32
H -1.432920 -2.852445 0.002249 0.395 0.158 0.173 0.34
H -1.864981 -1.487233 0.975688 -0.039 0.245 0.438 0.39
H -2.208495 -1.254418 -2.072356 0.423 0.491 0.516 0.36
H -3.114814 -2.399021 -1.418464 -0.600 -0.047 0.859 0.35
H -3.330782 -0.699240 -0.845845 -0.214 -0.133 0.192 0.32
H 0.470588 0.921110 -0.078078 0.804 -0.414 -1.097 0.05
H -0.868822 0.807990 -1.028565 -0.263 -0.044 0.192 0.39
H -0.760993 0.719752 0.659213 -1.071 -0.714 -0.336 0.45
H 1.643144 3.277304 -0.925062 0.592 0.046 -0.288 0.29
H 2.686936 2.037509 -0.952754 -0.334 0.801 -0.150 0.29
O 1.792669 2.347871 -0.740325 -0.174 -0.873 -0.064 -0.62
H 1.008721 2.316726 2.672290 -0.166 -0.617 -0.079 0.30
H 1.972493 2.783086 1.691321 0.168 -0.299 -0.666 0.31
O 1.366269 2.040341 1.811057 -0.343 0.673 1.139 -0.58
```
Forces are in eV/Å.

Output
energy above the lowest of the compared OMol25 structures with the same formula, charge and spin	104.70	kJ/mol
HOMO	-15.21	eV
largest force on an atom	2.5	eV Å⁻¹
E	-366.98962	a.u.
multiplicity	1
gap between HOMO and LUMO	12.26	eV
charge	+1
LUMO level	-2.949	eV

2.
DFT (wB97M-V/def2-TZVPD) results for a cluster of 3 separate species, C4H16NO2 in total in a non-equilibrium geometry.

XYZ file:
```
23
Properties=species:S:1:pos:R:3:forces:R:3:mulliken_charge:R:1
C -0.560574 -2.027824 1.485856 0.270 1.275 0.339 -1.11
C -0.901474 -0.779158 0.661353 -0.163 -0.523 -0.208 -0.55
N 0.299722 -0.207154 -0.024850 -0.335 -0.209 -1.160 -0.07
C 0.389656 -0.575466 -1.498924 0.329 -0.121 0.883 -0.41
C 1.654712 -0.082464 -2.134505 1.390 0.593 -0.104 -1.16
H 0.519035 -2.206566 1.501576 -0.099 -0.353 -0.381 0.36
H -1.120784 -2.865477 1.118109 0.032 -0.566 0.127 0.32
H -0.764665 -1.812638 2.537229 -0.383 -0.317 -0.130 0.34
H -1.716904 -0.927832 -0.047824 0.469 -0.329 -0.424 0.38
H -1.302552 0.033576 1.198085 -0.206 0.754 1.239 0.50
H 1.124694 -0.518729 0.482354 0.157 0.300 -0.051 0.34
H 0.249111 0.813841 -0.001951 0.377 -0.019 0.565 0.31
H -0.513132 -0.120097 -1.885492 -0.103 -0.272 -0.487 0.39
H 0.391742 -1.661704 -1.532359 -0.530 -0.041 -0.164 0.35
H 2.546167 -0.653137 -1.852579 -0.344 -0.403 0.045 0.35
H 1.622266 -0.109500 -3.224145 -0.269 -0.078 0.090 0.36
H 1.975978 0.929721 -1.861379 -0.641 0.149 -0.041 0.30
H 1.657339 2.757056 0.337335 0.414 0.262 0.096 0.33
H 2.164918 1.964769 1.581352 0.328 0.233 -0.015 0.33
O 1.384577 2.293523 1.131674 -0.693 -0.424 -0.177 -0.67
H -2.779313 2.430863 0.128506 -0.168 0.144 0.060 0.30
H -3.462903 1.735406 1.316420 -0.083 0.117 0.001 0.31
O -2.857617 1.588989 0.584158 0.250 -0.173 -0.103 -0.61
```
Forces are in eV/Å.

Output
energy above the lowest of the compared OMol25 structures with the same formula, charge and spin	99.78	kJ/mol
HOMO	-15.06	eV
largest force on an atom	1.5	eV Å⁻¹
E	-366.99149	a.u.
multiplicity	1
gap between HOMO and LUMO	12.12	eV
charge	+1
LUMO level	-2.942	eV

3.
DFT (wB97M-V/def2-TZVPD) results for a cluster of 5 separate species, C4H16NO2S in total in a non-equilibrium geometry.

XYZ file:
```
24
Properties=species:S:1:pos:R:3:forces:R:3:lowdin_spin:R:1
C -1.984632 1.993817 -0.279519 1.636 -1.678 -0.679 -0.10
C 4.432386 -0.320864 0.475268 0.104 0.631 0.107 0.45
C 5.127797 0.468964 1.419711 -0.022 -0.378 0.286 0.45
S 0.901974 -0.441500 0.015155 0.163 0.463 -0.414 0.84
C 0.085865 -0.353255 -1.595974 0.319 -0.012 0.751 0.09
N -2.948358 1.273706 -1.064075 -1.407 0.984 1.908 -0.76
H -1.261184 1.265541 0.102453 -0.728 -0.011 0.843 0.01
H -1.279107 2.543960 -0.895503 -0.608 1.055 -0.438 -0.03
H 3.394174 -0.580598 0.669670 0.275 -0.230 -0.107 0.02
H 4.901465 -0.575190 -0.467736 -0.030 -0.183 -0.013 0.02
H 4.685564 0.650339 2.391206 -0.100 0.098 0.045 0.02
H 6.128104 0.851444 1.266322 0.074 0.026 -0.280 0.02
H -0.997114 -0.318226 -1.509824 0.010 -0.026 0.082 0.00
H 0.491150 0.528636 -2.087238 -0.034 -0.306 -0.491 0.01
H 0.341512 -1.305615 -2.064497 0.158 0.200 -0.431 0.03
H -3.296808 0.366141 -0.632577 0.878 -0.515 -0.160 -0.02
H -2.504908 2.592550 0.472232 0.069 0.184 -0.022 -0.04
H -3.734203 1.870926 -1.321256 0.018 -0.008 -0.925 -0.02
H -0.502558 -1.633075 0.773735 -0.016 -0.396 0.660 0.01
H -1.015186 -2.695223 1.842848 0.167 0.123 -0.110 0.00
O -1.104131 -2.382308 0.932927 -0.604 -0.160 -0.144 0.02
H -2.541384 -1.473831 0.761100 -0.312 -0.002 0.007 0.00
H -3.983594 -1.435622 0.161608 0.021 -0.173 0.407 0.00
O -3.336825 -0.890720 0.633966 -0.029 0.316 -0.883 -0.01
```
Forces are in eV/Å.

Output
energy above the lowest of the compared OMol25 structures with the same formula, charge and spin	535.45	kJ/mol
HOMO (spin up / spin down)	-16.78 / -16.31	eV
largest force on an atom	2.6	eV Å⁻¹
E	-764.55086	a.u.
multiplicity	2
gap between HOMO and LUMO (spin up / spin down)	6.33 / 4.31	eV
charge	+2
LUMO level (spin up / spin down)	-10.456 / -12.004	eV

4.
DFT (wB97M-V/def2-TZVPD) results for a cluster of 3 separate species, C4H16NO3 in total in a non-equilibrium geometry.

XYZ file:
```
24
Properties=species:S:1:pos:R:3:forces:R:3:mulliken_charge:R:1
C -0.167466 1.153132 -1.911842 0.727 0.157 -1.023 -1.57
C -0.096692 1.120099 -0.403857 -1.079 1.664 0.519 0.21
C 1.234097 0.798812 0.254741 1.456 -2.957 -0.274 0.13
C 1.869325 -0.438915 -0.468118 -1.179 0.477 -0.871 -1.23
O 1.023748 0.361921 1.610765 -1.115 0.904 -0.534 -0.47
N -1.151124 0.148408 0.095863 0.044 0.516 0.203 -0.22
H -1.134340 1.500210 -2.269949 -0.323 -0.333 0.216 0.46
H 0.504206 1.848134 -2.437602 0.204 -0.012 0.788 0.38
H 0.090806 0.189218 -2.344905 -0.367 -0.200 -0.028 0.42
H -0.493679 2.086331 -0.043524 0.452 -0.210 0.015 0.21
H 2.019348 1.549823 0.241517 -0.626 0.801 -0.239 0.34
H 1.126847 -1.245118 -0.554489 0.232 -0.085 0.403 0.26
H 2.042052 -0.204091 -1.521702 0.556 0.119 0.173 0.34
H 2.771701 -0.820777 -0.002037 0.036 0.157 0.102 0.42
H 1.891048 0.200666 1.956469 0.668 -0.201 0.505 0.34
H -0.753313 -0.792322 0.057264 -0.274 -0.228 0.408 0.29
H -1.491965 0.463291 1.090573 0.815 -1.205 -0.823 0.34
H -1.953581 0.142078 -0.533945 0.109 0.090 -0.065 0.36
H -1.536169 1.532647 2.893031 0.183 0.931 0.497 0.32
H -1.427828 0.064666 3.331172 0.034 0.092 -0.233 0.32
O -1.695860 0.646522 2.606776 -0.578 -0.663 0.135 -0.64
H -1.553923 -3.655756 -0.944971 -0.592 -0.666 0.118 0.31
H -0.355674 -3.479559 0.066606 -0.618 -0.162 -0.779 0.33
O -0.761563 -3.169422 -0.767836 1.233 1.016 0.788 -0.65
```
Forces are in eV/Å.

Output
energy above the lowest of the compared OMol25 structures with the same formula, charge and spin	55.85	kJ/mol
HOMO	-14.21	eV
largest force on an atom	3.3	eV Å⁻¹
E	-442.24333	a.u.
multiplicity	1
gap between HOMO and LUMO	11.37	eV
charge	+1
LUMO level	-2.837	eV

5.
DFT (wB97M-V/def2-TZVPD) results for a cluster of 3 separate species, C4H16NO3 in total in a non-equilibrium geometry.

XYZ file:
```
24
Properties=species:S:1:pos:R:3:forces:R:3:mulliken_charge:R:1
C 1.798509 0.257785 -0.274443 -0.247 -2.268 -1.133 -0.80
O 2.487980 -0.247289 -1.414253 0.058 -0.030 -1.027 -0.66
C 0.515883 -0.597893 0.059157 0.682 1.806 -1.616 0.20
C -0.548134 0.382558 0.568962 -0.060 -0.273 1.604 -0.45
C -1.304265 -0.195687 1.814977 -0.193 0.632 -1.133 -1.49
N -0.004781 -1.109462 -1.362972 0.625 -2.541 1.637 -0.32
H 2.471340 0.337881 0.589705 -0.419 0.028 -0.234 0.23
H 1.427403 1.170173 -0.693694 0.139 0.781 0.523 0.66
H 2.984153 -1.073074 -1.429689 0.055 0.054 1.015 0.35
H 0.754780 -1.433187 0.709601 -0.313 -0.299 -0.232 0.45
H -0.090818 1.323019 0.956325 -0.126 -0.733 -0.790 0.17
H -1.173566 0.634516 -0.312524 -0.066 0.082 0.966 0.58
H -1.606762 -1.228886 1.632970 -0.224 0.107 0.178 0.37
H -0.686139 -0.145801 2.720190 -0.014 -0.050 -0.354 0.40
H -2.172670 0.454892 1.973290 0.021 -0.435 0.191 0.37
H -0.917613 -0.701997 -1.551730 0.023 0.422 -0.333 0.20
H -0.214216 -2.138017 -1.302940 0.157 1.058 0.117 0.37
H 0.740538 -1.062993 -2.085925 -0.409 0.838 0.371 0.39
H -3.175945 -0.955301 -2.182072 -0.380 -0.015 0.041 0.31
H -3.901289 -0.770985 -0.835756 0.000 0.018 -0.008 0.30
O -3.039363 -0.943524 -1.228431 0.503 -0.036 -0.247 -0.62
H 2.253288 1.979338 1.348625 0.352 0.480 0.256 0.28
H 1.854410 3.487592 1.199258 0.118 -0.295 0.148 0.29
O 1.547279 2.576341 1.101371 -0.283 0.668 0.059 -0.58
```
Forces are in eV/Å.

Output
energy above the lowest of the compared OMol25 structures with the same formula, charge and spin	153.88	kJ/mol
HOMO	-14.45	eV
largest force on an atom	3.1	eV Å⁻¹
E	-442.20599	a.u.
multiplicity	1
gap between HOMO and LUMO	11.35	eV
charge	+1
LUMO level	-3.096	eV

6.
DFT (wB97M-V/def2-TZVPD) results for a cluster of 3 separate species, C4H16NO3 in total in a non-equilibrium geometry.

XYZ file:
```
24
Properties=species:S:1:pos:R:3:forces:R:3:mulliken_charge:R:1
O 2.773477 -1.528694 1.143783 0.018 0.868 -0.587 -0.51
C 2.216186 -0.400078 0.438699 -0.475 0.723 0.932 -0.21
C 1.048290 -0.898655 -0.416849 -0.051 -2.040 2.186 -0.64
N -0.256383 -0.434555 0.144005 -1.813 -1.410 -0.552 -0.11
C -1.427113 -1.190711 -0.454499 -1.250 -1.730 -0.100 -0.53
C -1.468151 -1.273101 -1.978065 -0.804 0.322 -0.821 -1.20
H 3.147843 -1.105858 1.927409 0.276 -0.612 0.034 0.32
H 1.754400 0.187959 1.265397 0.320 0.328 -0.937 0.07
H 2.955195 0.218871 -0.089452 -0.098 -0.407 0.066 0.33
H 0.953060 -0.871234 -1.485648 0.676 0.385 -0.338 0.58
H 1.073243 -1.967342 -0.054427 -0.267 0.650 -1.070 0.32
H -0.523878 0.536714 -0.034581 0.722 0.053 0.351 0.22
H -0.316220 -0.593932 1.159830 0.322 0.579 -0.378 0.42
H -1.589620 -2.258988 -0.138242 1.412 0.914 0.379 0.36
H -2.361688 -0.810246 -0.037270 0.352 0.924 -0.122 0.51
H -0.982177 -0.445625 -2.530504 0.379 -0.569 0.410 0.41
H -1.171031 -2.301055 -2.346894 -0.231 1.489 0.205 0.32
H -2.518893 -1.040322 -2.258138 0.476 -0.779 0.059 0.34
H -0.485191 3.352209 -0.637181 0.154 -1.298 -0.134 0.33
H -1.249989 4.184313 0.108075 -1.008 -0.893 1.018 0.31
O -1.143316 3.199071 0.067076 0.918 2.312 -1.015 -0.68
H 0.309671 1.725069 2.672206 -0.129 -0.594 0.302 0.33
H -0.436034 2.293525 1.550843 -0.572 -0.524 -0.321 0.35
O -0.301681 1.422664 1.984427 0.672 1.311 0.435 -0.65
```
Forces are in eV/Å.

Output
energy above the lowest of the compared OMol25 structures with the same formula, charge and spin	194.31	kJ/mol
HOMO	-14.32	eV
largest force on an atom	3.0	eV Å⁻¹
E	-442.19059	a.u.
multiplicity	1
gap between HOMO and LUMO	11.29	eV
charge	+1
LUMO level	-3.029	eV